Record 1
Density functional theory data (ωB97M-V/def2-TZVPD) for a molecular structure, C28H22BrN4O2S2Zr.

Last column: natural (NBO) charge in e.
Geometry (Å):
Zr: -0.44060 0.97904 0.36717  2.34
C: -6.01233 -0.78373 -0.15595  -0.65
C: -4.87606 0.10573 -0.57462  0.01
C: -5.06957 1.16033 -1.47248  -0.06
C: -4.01572 1.97233 -1.87074  -0.24
C: -2.79209 1.66341 -1.33389  0.18
Br: -1.22154 2.65649 -1.75359  0.29
N: -2.54735 0.67706 -0.48101  -0.63
C: -3.59380 -0.08792 -0.09663  0.06
H: -6.89975 -0.19133 0.06139  0.26
H: -5.76051 -1.36095 0.73194  0.23
H: -6.26068 -1.47912 -0.95872  0.27
H: -6.06131 1.35407 -1.86482  0.27
H: -4.14883 2.79560 -2.55809  0.28
H: -3.37891 -0.87764 0.61189  0.21
N: -1.22033 -0.25553 2.64226  -0.84
C: -1.30238 0.94704 3.55386  -0.31
C: -0.80180 1.87229 2.49199  0.77
O: 0.42509 1.73825 2.10722  -0.69
O: -1.60039 2.27918 1.59842  -0.66
H: -2.03226 -0.85211 2.76531  0.42
H: -0.40848 -0.80793 2.90667  0.42
H: -0.66309 0.86461 4.42689  0.27
H: -2.33110 1.16276 3.82258  0.26
S: 5.78556 4.25727 -1.16402  0.52
C: 5.64437 5.94985 -1.14538  -0.34
C: 4.37682 6.36281 -0.84931  -0.24
C: 3.50350 5.27163 -0.63746  -0.18
C: 4.12615 4.05670 -0.79264  -0.31
C: 3.53260 2.72962 -0.68346  -0.03
C: 2.14424 2.57664 -0.54807  0.13
N: 1.53690 1.39287 -0.44756  -0.63
C: 2.27973 0.24467 -0.45972  0.10
C: 3.66007 0.29275 -0.63198  0.03
C: 4.40719 -0.94010 -0.69499  -0.15
C: 3.78215 -2.12871 -0.59076  -0.16
C: 2.35437 -2.19733 -0.39540  -0.08
C: 1.66129 -3.41187 -0.29266  -0.07
C: 0.28344 -3.46032 -0.12068  0.04
C: -0.36731 -2.22483 -0.02241  0.09
N: 0.26112 -1.04653 -0.09668  -0.67
C: 1.61575 -1.01875 -0.31182  0.21
C: -0.47630 -4.70637 -0.02258  -0.33
C: -1.81488 -4.84997 0.25031  -0.20
C: -2.22326 -6.20308 0.29634  -0.24
C: -1.18408 -7.05365 0.05017  -0.35
S: 0.27059 -6.22852 -0.24816  0.53
C: 4.26781 1.55249 -0.73729  -0.08
H: 6.50721 6.56130 -1.35863  0.27
H: 4.08566 7.39974 -0.78624  0.26
H: 2.46112 5.40381 -0.38067  0.21
H: 1.50601 3.45190 -0.51852  0.22
H: 5.47869 -0.89020 -0.83677  0.26
H: 4.34118 -3.05300 -0.65371  0.26
H: 2.23359 -4.33121 -0.35550  0.26
H: -1.43841 -2.18225 0.12403  0.21
H: -2.50130 -4.03217 0.42504  0.20
H: -3.22909 -6.53343 0.50413  0.26
H: -1.20364 -8.13201 0.02338  0.28
H: 5.34499 1.58827 -0.85740  0.26

Force components x, y, z for each atom (eV/Å):
-0.1 -0.3 -0.1
0.1 0.1 0.0
-0.1 -0.1 0.0
0.0 0.1 -0.1
0.0 -0.1 0.1
-0.1 0.0 -0.1
0.2 0.1 -0.1
-0.2 -0.1 0.1
0.1 0.0 0.0
0.0 0.0 0.0
0.0 0.0 0.0
0.0 0.0 0.0
0.0 0.0 0.0
0.0 0.0 0.0
0.0 0.0 0.0
0.2 0.1 0.0
-0.1 -0.2 -0.1
0.2 0.1 0.0
-0.2 0.1 0.1
-0.4 0.4 0.4
-0.1 0.0 0.0
0.0 -0.1 0.0
0.0 0.0 0.0
0.0 0.0 0.0
0.2 0.1 -0.1
0.0 0.0 0.0
-0.1 -0.2 0.1
0.0 0.3 -0.1
-0.3 -0.4 0.1
0.0 0.3 -0.1
-0.1 0.0 0.0
0.3 -0.1 0.0
-0.2 -0.1 -0.1
0.3 0.0 0.0
-0.1 0.1 0.0
-0.1 0.0 0.0
0.1 -0.3 0.0
0.3 0.0 0.0
-0.3 -0.2 0.0
0.0 0.1 0.0
0.2 -0.1 -0.1
0.0 0.2 0.0
0.1 0.5 -0.1
-0.2 -0.2 0.1
0.1 0.2 0.0
0.0 0.0 0.0
0.1 -0.2 0.0
0.1 -0.2 0.0
0.0 0.0 0.0
0.0 0.0 0.0
0.0 0.0 0.0
0.0 0.0 0.0
0.0 0.0 0.0
0.0 0.0 0.0
0.0 0.0 0.0
0.0 0.0 0.0
0.0 0.0 0.0
0.0 0.0 0.0
0.0 0.0 0.0
0.0 0.0 0.0

Computed properties:
**Total charge**: +3
**HOMO**: -15.3 eV
**Orbital gap**: 0.18737 hartree
**Energy relative to the best compared isomer or geometry (same formula, charge and spin)**: 0.000 eV

Record 2
Density functional theory data (ωB97M-V/def2-TZVPD) for a single C4H4N4 molecule in a non-equilibrium geometry.

Last column: natural (NBO) charge in e.
Geometry (Å):
C: -2.30484 -0.38082 0.10629  0.23
C: 0.19368 -0.48115 0.13548  0.48
C: 1.68187 1.03828 -0.10118  0.00
C: 2.36007 -0.15137 -0.09317  0.00
H: -1.84534 1.48604 -0.65216  0.37
H: -3.01794 -1.28853 0.42280  0.20
H: 2.25180 2.01010 -0.06531  0.21
H: 3.47018 -0.21116 -0.20256  0.23
N: -2.65194 0.81762 -0.25656  -0.60
N: -1.01640 -0.98590 -0.01261  -0.41
N: 0.36788 1.03206 0.42924  -0.37
N: 1.52282 -1.17037 -0.12969  -0.34

Force components x, y, z for each atom (eV/Å):
0.1 0.5 -0.4
-2.9 0.8 0.1
-4.4 6.1 4.6
0.1 -4.2 -1.6
-1.8 -2.4 1.4
1.0 2.8 -0.5
-0.9 -0.9 -0.5
-1.2 -0.4 0.1
1.6 -0.9 -0.2
4.0 0.4 0.0
5.4 -3.3 -3.9
-1.0 1.6 1.1

Computed properties:
**HOMO**: -9.9 eV
**Orbital gap**: 0.28398 hartree
**Energy relative to the best compared isomer or geometry (same formula, charge and spin)**: 4.014 eV

Record 3
Density functional theory data (ωB97M-V/def2-TZVPD) for a gas-phase ion, C7H15N2 (charge +1) in a non-equilibrium geometry.

Last column: natural (NBO) charge in e.
Geometry (Å):
C: 1.06438 -1.62126 0.09611  0.47
C: -0.30220 -2.01335 0.31209  -0.53
C: -1.09247 -0.85852 0.94177  -0.22
C: 0.48691 0.40599 -0.41560  0.10
C: 1.24183 1.15239 0.68184  -0.69
C: 0.72245 0.78275 -1.82652  -0.68
C: -1.77914 1.44066 0.17952  -0.44
N: 2.15934 -2.04803 0.29836  -0.59
N: -1.04077 0.22080 -0.04696  -0.41
H: -0.88294 -2.21863 -0.51089  0.24
H: -0.46039 -2.92637 1.00462  0.27
H: -2.09106 -1.08136 1.33988  0.26
H: -0.36593 -0.63744 1.81200  0.23
H: 1.14064 2.26550 0.64972  0.23
H: 2.29945 0.86401 0.62958  0.25
H: 0.91412 0.76600 1.68233  0.22
H: -0.14418 0.48267 -2.41397  0.21
H: 1.60142 0.22218 -2.22837  0.25
H: 0.94013 1.77337 -1.98238  0.23
H: -2.81400 1.20918 0.00120  0.23
H: -1.54485 1.70652 1.22453  0.24
H: -1.69125 2.29662 -0.53136  0.26
H: 3.10918 -1.81209 -0.01878  0.43
H: -1.47067 -0.37159 -0.87872  0.43

Force components x, y, z for each atom (eV/Å):
-1.5 4.0 -1.5
-1.9 -1.9 3.9
2.6 -0.1 3.2
0.8 -2.5 2.0
-0.7 -0.2 0.4
0.0 -2.8 -0.4
-1.0 1.2 0.7
1.9 -1.4 -0.3
1.3 -2.2 -3.9
-0.5 -1.1 -2.8
0.6 1.2 -1.0
0.3 0.1 -0.5
-1.9 0.5 -0.9
0.1 -0.8 0.0
-0.2 0.3 -0.2
0.3 0.7 -0.7
0.1 0.1 -0.4
-0.6 0.3 0.3
0.3 2.6 -0.3
-0.7 -0.2 0.8
-0.5 0.4 -0.6
1.2 -0.9 0.4
-0.9 0.5 0.4
1.1 2.2 1.3

Computed properties:
**Total charge**: +1
**HOMO**: -12.1 eV
**Orbital gap**: 0.33214 hartree
**Energy relative to the best compared isomer or geometry (same formula, charge and spin)**: 3.786 eV

| no. | E_tot (eV) |
| --- | --- |
| 1 | -132420.519 |
| 2 | -10168.824 |
| 3 | -10472.510 |